18
Properties=species:S:1:pos:R:3 method="wB97M-V/def2-TZVPD" homo_energy_ha=-0.2925 de_lowest_kj_mol=493.70 total_charge=0 homo_lumo_gap_ev=4.876
O 2.74 0.24 -0.58
C 1.53 0.18 0.04
N 1.13 1.48 0.34
C -0.32 1.66 0.39
C -1.09 1.36 -0.91
S -3.06 -0.77 0.00
C 0.99 -0.98 0.40
N 1.82 -2.16 0.25
H 1.53 2.08 -0.38
H -0.70 0.95 1.13
H -0.52 2.65 0.79
H -0.43 1.10 -1.73
H -1.88 2.07 -1.10
H -1.67 0.41 -0.75
H 0.01 -1.07 0.85
H 3.02 -0.66 -0.83
H 2.34 -2.30 1.11
H 1.24 -2.99 0.20



46
Properties=species:S:1:pos:R:3 method="wB97M-V/def2-TZVPD" homo_energy_ha="-0.7294 / -0.7115" de_lowest_kj_mol=39.31 s2=0.89 total_charge=+3 spin_multiplicity=2 homo_lumo_gap_ev="5.348 / 5.107"
Cr 0.45 0.00 -0.10
C 2.46 -3.54 1.33
C 1.68 -2.29 1.13
N 1.87 -1.41 0.21
O 2.81 -1.73 -0.71
B 3.05 -1.02 -1.89
F 0.12 -1.07 -1.42
F 3.85 -1.57 -2.73
O 2.54 0.23 -2.23
N 1.72 0.92 -1.40
C 1.62 2.18 -1.63
C 2.33 2.95 -2.67
C 0.72 2.83 -0.62
N 0.17 1.96 0.13
O -0.50 2.23 1.25
B -0.02 1.25 2.31
F 1.28 0.82 1.71
F 0.02 1.79 3.50
O -0.83 -0.05 2.27
N -0.12 -0.93 1.52
C 0.60 -1.86 2.06
C 0.47 -2.33 3.45
C 0.60 4.30 -0.41
H 3.16 -3.72 0.52
H 3.01 -3.46 2.27
H 1.77 -4.37 1.43
H 2.86 2.31 -3.37
H 1.61 3.58 -3.21
H 3.04 3.62 -2.18
H -0.24 -1.73 4.01
H 0.14 -3.37 3.44
H 1.45 -2.32 3.93
H 0.79 4.84 -1.33
H -0.38 4.55 -0.01
H 1.35 4.60 0.34
C -4.14 -1.30 -2.23
N -3.84 -0.67 -0.92
C -4.93 -0.51 0.07
C -2.66 -0.20 -0.67
N -1.62 0.24 -0.39
H -4.73 -2.20 -2.03
H -3.21 -1.53 -2.75
H -4.74 -0.58 -2.80
H -5.39 -1.49 0.20
H -5.65 0.18 -0.36
H -4.52 -0.12 1.00



21
Properties=species:S:1:pos:R:3 method="wB97M-V/def2-TZVPD" homo_energy_ha=-0.5271 de_lowest_kj_mol=227.65 total_charge=+1 homo_lumo_gap_ev=10.663
C -2.20 -0.56 -0.32
C -1.11 0.02 0.66
C 0.13 0.45 -0.09
C 0.39 1.83 -0.54
C 1.43 1.32 0.31
C 2.26 0.21 -0.44
O 3.26 -0.32 0.33
C 1.02 -0.63 -0.33
N 0.89 -1.89 -0.01
H -3.14 -0.63 0.11
H -1.93 -1.56 -0.61
H -2.30 0.19 -1.23
H -0.88 -0.82 1.45
H -1.62 0.83 1.10
H -0.31 2.50 -0.08
H 0.52 2.06 -1.66
H 1.53 1.70 1.27
H 2.65 0.24 -1.53
H 4.14 0.02 0.09
H 1.67 -2.56 -0.08
H -0.06 -2.13 0.25



86
Properties=species:S:1:pos:R:3 method="wB97M-V/def2-TZVPD" homo_energy_ha=-0.1449 total_charge=-1 homo_lumo_gap_ev=6.013
C -0.09 3.42 4.89
C -0.61 2.48 3.80
C -1.71 1.54 4.29
C -3.05 2.24 4.50
C -3.86 1.84 5.73
O -5.08 2.48 5.59
P -5.58 2.58 3.86
O -3.92 2.00 3.43
H 0.84 3.91 4.59
H 0.10 2.87 5.81
H -0.82 4.20 5.12
H 0.22 1.89 3.40
H -1.01 3.07 2.98
H -1.86 0.74 3.56
H -1.38 1.05 5.22
H -2.89 3.33 4.59
H -3.36 2.12 6.67
H -3.99 0.74 5.73
H -6.87 3.06 4.28
H -5.03 3.92 3.81
H -5.94 2.62 2.47
H -6.00 1.20 3.98
C -0.46 -1.65 0.67
O 0.44 -0.89 1.45
C 1.77 -1.37 1.42
C 2.62 -0.56 0.46
O 2.17 -0.67 -0.88
C 1.36 0.43 -1.30
H -1.38 -1.08 0.60
H -0.06 -1.84 -0.33
H -0.67 -2.61 1.15
H 1.79 -2.43 1.13
H 2.19 -1.29 2.42
H 3.66 -0.92 0.49
H 2.62 0.49 0.77
H 1.97 1.33 -1.45
H 0.57 0.65 -0.59
H 0.91 0.15 -2.25
C 6.89 0.95 -1.29
O 6.30 -0.33 -1.38
C 5.19 -0.37 -2.27
C 5.56 -0.96 -3.61
O 6.50 -0.17 -4.32
C 7.82 -0.63 -4.22
H 7.81 0.83 -0.71
H 7.13 1.36 -2.27
H 6.24 1.65 -0.76
H 4.77 0.63 -2.41
H 4.41 -0.99 -1.81
H 4.65 -1.03 -4.23
H 5.95 -1.98 -3.47
H 7.96 -1.57 -4.77
H 8.12 -0.80 -3.18
H 8.47 0.13 -4.65
C -4.07 1.28 -1.72
O -4.02 2.13 -0.61
C -2.94 1.84 0.28
C -1.79 2.80 0.09
O -1.19 2.71 -1.21
C -1.64 3.70 -2.10
H -4.82 1.67 -2.40
H -3.11 1.22 -2.25
H -4.36 0.26 -1.43
H -2.59 0.82 0.10
H -3.28 1.91 1.32
H -1.01 2.56 0.82
H -2.13 3.82 0.28
H -1.27 4.69 -1.82
H -2.74 3.74 -2.13
H -1.26 3.45 -3.09
C 0.75 -4.42 -2.76
O -0.21 -4.00 -1.81
C -1.34 -3.38 -2.38
C -2.54 -4.30 -2.42
O -2.34 -5.41 -3.28
C -1.98 -6.59 -2.59
H 1.49 -5.02 -2.22
H 0.30 -5.02 -3.55
H 1.26 -3.56 -3.21
H -1.12 -3.02 -3.39
H -1.59 -2.51 -1.77
H -3.41 -3.74 -2.80
H -2.78 -4.64 -1.41
H -2.82 -6.99 -2.02
H -1.13 -6.42 -1.91
H -1.69 -7.33 -3.34



125
Properties=species:S:1:pos:R:3 method="wB97M-V/def2-TZVPD" homo_energy_ha="-0.3727 / -0.3880" de_lowest_kj_mol=98.98 s2=0.76 total_charge=+1 spin_multiplicity=2 homo_lumo_gap_ev="7.568 / 6.436"
Ti -0.40 -0.12 -0.07
C 5.84 -2.20 3.63
C 6.09 -1.05 2.66
C 6.89 0.05 3.35
C 7.26 1.11 2.32
C 6.03 1.59 1.62
C 6.05 2.81 0.99
C 4.91 3.28 0.35
F 4.98 4.46 -0.29
C 3.73 2.57 0.37
C 3.69 1.32 0.99
C 2.45 0.55 0.96
O 1.40 1.02 0.44
C 2.57 -0.78 1.47
C 3.75 -1.22 2.01
N 4.85 -0.48 2.12
C 4.86 0.80 1.60
C 1.46 -1.78 1.37
O 1.68 -2.97 1.54
O 0.29 -1.33 1.07
H 6.77 -2.44 4.13
H 5.49 -3.10 3.13
H 5.11 -1.90 4.39
H 6.67 -1.43 1.81
H 7.79 -0.37 3.79
H 6.28 0.49 4.14
H 7.96 0.68 1.59
H 7.77 1.95 2.79
H 6.94 3.42 0.98
H 2.84 2.97 -0.11
H 3.79 -2.24 2.34
O 0.47 -0.06 3.58
H -0.32 0.28 3.13
H 0.21 -0.92 3.92
O -1.36 0.60 -2.54
H -1.04 1.52 -2.46
H -1.01 0.26 -3.37
C 1.02 -3.93 -2.08
Ge 0.51 -2.17 -2.86
C -1.34 -2.27 -3.64
C 1.71 -1.91 -4.44
C 0.92 -0.70 -1.60
H 0.22 -4.66 -2.18
H 1.29 -3.85 -1.04
H 1.88 -4.31 -2.63
H -1.52 -3.28 -4.00
H -1.42 -1.61 -4.50
H -2.11 -2.01 -2.92
H 1.54 -2.67 -5.19
H 2.75 -1.99 -4.12
H 1.58 -0.94 -4.91
H 1.22 0.19 -2.18
H 1.85 -1.04 -1.11
C 3.98 7.88 -3.76
C 3.13 6.86 -3.07
C 2.41 5.93 -3.79
C 1.61 4.98 -3.17
C 0.86 4.02 -4.05
C 1.53 4.96 -1.78
Te 0.17 3.26 -1.03
N -1.00 1.72 0.01
C -1.37 1.72 1.25
O -1.58 0.61 1.83
C -1.60 3.00 1.96
C -2.90 3.38 2.26
C -3.14 4.61 2.86
C -2.07 5.44 3.17
C -0.78 5.05 2.89
C -0.54 3.83 2.28
C -1.41 4.71 -0.99
C -1.16 5.90 -0.31
C -2.11 6.89 -0.22
C -3.35 6.70 -0.82
C -3.61 5.53 -1.49
C -2.66 4.52 -1.60
C -2.98 3.27 -2.36
C 2.27 5.87 -1.03
C 2.26 5.87 0.47
C 3.06 6.81 -1.69
H 3.96 7.74 -4.83
H 5.01 7.81 -3.41
H 3.62 8.89 -3.53
H 2.45 5.94 -4.87
H 1.05 4.26 -5.10
H -0.21 4.08 -3.87
H 1.20 2.99 -3.87
H -3.72 2.72 2.02
H -4.14 4.92 3.09
H -2.26 6.39 3.65
H 0.05 5.70 3.15
H 0.47 3.49 2.09
H -0.20 6.05 0.16
H -1.89 7.81 0.30
H -4.10 7.47 -0.77
H -4.57 5.39 -1.97
H -4.00 3.29 -2.72
H -2.85 2.41 -1.71
H -2.32 3.17 -3.22
H 1.75 4.99 0.86
H 1.76 6.77 0.84
H 3.28 5.90 0.84
H 3.62 7.52 -1.09
C -2.55 -5.16 -0.80
C -1.50 -4.64 0.17
N -1.30 -3.25 -0.16
C -2.36 -2.41 -0.27
N -2.14 -1.12 -0.38
C -3.33 -0.30 -0.57
C -4.44 -0.80 0.36
C -4.80 -2.20 -0.10
N -3.59 -2.97 -0.32
C -3.83 -4.39 -0.53
H -2.72 -6.23 -0.66
H -2.21 -5.00 -1.82
H -0.55 -5.15 0.07
H -1.86 -4.77 1.20
H -0.46 -2.80 0.19
H -3.66 -0.36 -1.62
H -3.09 0.74 -0.34
H -5.31 -0.14 0.33
H -4.05 -0.82 1.38
H -5.39 -2.17 -1.02
H -5.40 -2.71 0.67
H -4.53 -4.49 -1.37
H -4.32 -4.79 0.37



15
Properties=species:S:1:pos:R:3 method="wB97M-V/def2-TZVPD" homo_energy_ha=-0.3478 de_lowest_kj_mol=190.31 total_charge=0 homo_lumo_gap_ev=9.953
H -0.34 1.24 -1.69
N -0.66 0.47 -1.16
C -0.37 0.73 0.08
N 0.39 1.79 0.52
N 0.94 2.61 -0.47
S -0.81 -0.19 1.53
C -0.74 -1.92 1.08
C -0.30 -2.35 -0.30
O -1.02 -2.75 1.89
H 1.06 1.53 1.23
H 0.50 3.55 -0.41
H 1.96 2.65 -0.42
H -0.87 -1.77 -1.11
H 0.75 -2.19 -0.43
H -0.50 -3.40 -0.36



| no. | E (eV) | strongest force on any atom (eV Å⁻¹) |
| --- | --- | --- |
| 1 | -20168.806 | 1.170 |
| 2 | -69445.019 | 2.760 |
| 3 | -10982.066 | 4.141 |
| 4 | -52411.213 | 0.300 |
| 5 | -160158.253 | 2.175 |
| 6 | -20576.211 | 3.297 |